The following is a DFT calculation (wB97M-V/def2-TZVPD) of a single C4H4N2 molecule at a distorted geometry.

Values from the calculation:
Kohn-Sham gap	9.135	eV
LUMO energy	-0.85	eV
E	-264.2237	hartree
charge	0
SMILES string	[H]/N=C1/C=CC=N1

XYZ file:
```
10
C4H4N2 wB97M-V/def2-TZVPD
H 0.2059 2.1704 1.0273
N -0.1771 1.2501 1.5135
C -0.1471 0.5409 0.5027
C -0.6772 -0.9202 0.4746
C 0.0124 -1.4571 -0.5523
C 0.4903 -0.2317 -1.3351
N 0.4698 0.8359 -0.5446
H -1.2628 -1.5840 1.0293
H -0.0659 -2.4426 -1.1026
H 1.0035 -0.3363 -2.2751
```

Here are the Mulliken charges for atoms 1 to 8, given in e:
1 H 0.34
2 N -0.61
3 C 0.50
4 C -0.35
5 C -0.28
6 C -0.10
7 N -0.57
8 H 0.40



The following is a DFT calculation (wB97M-V/def2-TZVPD) of 2 unconnected molecules or ions with the total composition C4H10O at a distorted geometry.

Values from the calculation:
Kohn-Sham gap	9.236	eV
LUMO energy	0.81	eV
E	-233.5152	hartree
charge	0
SMILES string	C=CC.CO

XYZ file:
```
15
C4H10O wB97M-V/def2-TZVPD
C 2.0225 -1.9909 0.9837
C 2.1432 -1.0443 -0.0134
C 0.9871 -0.8264 -0.9319
H 2.7732 -2.7745 1.2126
H 1.2019 -1.8102 1.7889
H 3.1884 -0.6925 -0.1986
H 1.0583 -1.2256 -1.9793
H -0.0280 -1.2655 -0.5778
H 0.7249 0.2620 -1.0108
C -2.7434 1.7570 0.1624
O -1.4110 2.3952 0.4376
H -3.1016 1.7093 1.1997
H -3.2959 2.3609 -0.4974
H -2.6309 0.6619 -0.1404
H -0.8885 2.4837 -0.4353
```

Here are the Mulliken charges for atoms 1 to 8, given in e:
1 C -0.62
2 C -0.10
3 C -0.69
4 H 0.25
5 H 0.22
6 H 0.30
7 H 0.29
8 H 0.23



The following is a DFT calculation (wB97M-V/def2-TZVPD) of a molecular structure, C19H21ClN4 at a distorted geometry.

Values from the calculation:
Kohn-Sham gap	8.091	eV
LUMO energy	0.24	eV
E	-1415.1610	hartree
charge	0

XYZ file:
```
45
C19H21ClN4 wB97M-V/def2-TZVPD
C 2.7729 -3.1958 0.2153
C 3.4238 -1.8156 0.1278
C 4.6539 -1.4317 0.7011
N 5.1244 -0.3652 0.7088
C 4.4695 0.4780 -0.0320
C 3.1596 0.4123 -0.4462
C 2.5078 -0.8726 -0.3177
C 1.2384 -0.9091 -1.2671
N 0.2060 -1.4886 -0.3584
C -0.9135 -1.8632 -1.0016
H -0.7767 -2.3499 -1.7477
H -1.5119 -0.8425 -1.5750
H -1.6600 -2.4371 -0.4269
C 0.0650 -0.6774 1.0079
C -0.2994 0.6730 0.6852
C 0.5327 1.6921 1.1341
N 0.0140 2.7076 0.7290
N -1.2996 2.5940 0.3523
C -1.3594 1.4423 0.2874
C -2.7982 0.8329 0.1119
C -3.3948 -0.2412 0.6496
C -4.7032 -0.6377 0.5277
C -5.2760 -0.1116 -0.6633
C -4.7647 0.8599 -1.2684
C -3.4665 1.4848 -1.3334
H -2.9353 2.1455 -1.6597
H -5.2221 1.0369 -2.2893
H -6.1957 -0.4676 -1.0229
Cl -5.3692 -2.0511 1.4125
H -2.8162 -0.6677 1.6839
C 0.5115 4.3147 0.6897
H 1.3588 4.2741 -0.0118
H -0.2415 4.9193 0.3994
H 0.7383 4.3390 1.7451
H 1.5807 1.6447 1.3696
H -0.6960 -1.0868 1.5619
H 0.9970 -0.8257 1.3801
H 1.3799 -1.6031 -1.7191
H 0.9046 0.0821 -1.5412
H 2.6238 1.4644 -0.8947
H 5.0315 1.5348 0.2907
H 4.9103 -2.2321 1.4710
H 1.5789 -3.2343 0.4586
H 2.7260 -3.7512 -0.8499
H 3.1904 -3.7739 0.7252
```

Here are the Mulliken charges for atoms 1 to 8, given in e:
1 C -1.83
2 C 0.74
3 C -0.31
4 N -0.43
5 C -0.32
6 C -0.64
7 C 1.36
8 C -2.32



The following is a DFT calculation (wB97M-V/def2-TZVPD) of a single C5H5NO molecule at a distorted geometry.

Values from the calculation:
Kohn-Sham gap	10.280	eV
LUMO energy	0.79	eV
E	-323.4214	hartree
charge	0
SMILES string	O=C1N[C@@H]2C=C[C@H]12

XYZ file:
```
12
C5H5NO wB97M-V/def2-TZVPD
O 2.5903 0.3707 -0.2344
C 1.4516 0.0233 0.0626
N 0.7766 -1.1491 -0.1864
C -0.4595 -0.8383 0.3928
C -1.3244 0.0517 -0.5570
C -0.6782 1.1812 -0.2687
C 0.2080 0.6054 0.7608
H 0.7448 -1.8832 -0.8962
H -0.8752 -1.3179 1.2243
H -2.1091 -0.3762 -1.2992
H -0.5970 2.1694 -0.7179
H 0.2721 1.1630 1.7194
```

Here are the Mulliken charges for atoms 1 to 8, given in e:
1 O -0.62
2 C 0.34
3 N -0.19
4 C -0.31
5 C -0.27
6 C -0.60
7 C -0.07
8 H 0.25



The following is a DFT calculation (wB97M-V/def2-TZVPD) of a molecular structure, C3H3O2Tl at a distorted geometry.

Values from the calculation:
Kohn-Sham gap (spin up / spin down)	6.154 / 6.271	eV
LUMO energy (spin up / spin down)	3.55 / 3.54	eV
E	-438.8764	hartree
charge	-1
2S+1	2
expectation value of S²	0.7538

XYZ file:
```
9
C3H3O2Tl wB97M-V/def2-TZVPD
C 0.0117 1.3507 0.9474
C 0.6149 1.3355 -0.2303
O 0.8101 0.0267 -0.9076
C -0.1811 -0.7213 -1.2001
Tl -0.7555 -0.7731 1.9573
H -0.4444 2.3449 1.0992
H 0.8732 2.1250 -0.9487
O -1.1985 -2.3964 0.6965
H -1.9132 -2.7432 0.1640
```

Here are the Mulliken charges for atoms 1 to 8, given in e:
1 C -0.76
2 C -0.06
3 O -0.23
4 C -0.15
5 Tl 0.21
6 H 0.19
7 H 0.35
8 O -0.73



The following is a DFT calculation (wB97M-V/def2-TZVPD) of a single C10H10N2O2 molecule at a distorted geometry.

Values from the calculation:
Kohn-Sham gap (spin up / spin down)	5.154 / 5.163	eV
LUMO energy (spin up / spin down)	-2.01 / -2.00	eV
E	-646.7278	hartree
charge	0

XYZ file:
```
24
C10H10N2O2 wB97M-V/def2-TZVPD
C -2.3762 -0.5860 1.4631
C -1.5501 -0.3468 2.5582
C -1.8533 -0.6742 0.2431
C -0.1978 -0.0031 2.3508
C -0.5680 -0.3334 -0.0506
C 0.2675 0.2581 1.0130
C 0.5197 1.0031 -1.9511
C 1.5356 -0.0997 -1.9785
C -0.3235 -1.4469 -2.2855
C -0.0339 -0.3615 -1.4562
N 1.4771 0.7405 0.6601
N 2.2180 1.5493 1.4367
O 1.5168 2.3340 2.0486
O 3.4250 1.5056 1.3383
H -3.4967 -0.7425 1.6777
H -1.9882 -0.3390 3.5290
H -2.4980 -0.8949 -0.6875
H 0.3248 0.3259 3.2195
H 0.4280 1.6577 -1.0699
H 0.1485 1.3478 -2.8943
H 1.7075 -0.7653 -2.8315
H 2.3418 -0.4774 -1.2349
H -0.9145 -2.3208 -1.8424
H -0.1101 -1.3304 -3.2557
```

Here are the Mulliken charges for atoms 1 to 8, given in e:
1 C -0.67
2 C -0.37
3 C -0.30
4 C -0.71
5 C 0.26
6 C 0.51
7 C -0.47
8 C -0.61



The following is a DFT calculation (wB97M-V/def2-TZVPD) of a single C3H5NO2 molecule.

Values from the calculation:
Kohn-Sham gap	9.918	eV
LUMO energy	-0.04	eV
E	-322.5479	hartree
charge	0
SMILES string	CNC(=O)C=O

XYZ file:
```
11
C3H5NO2 wB97M-V/def2-TZVPD
C -1.0319 1.3782 0.0788
N 0.1164 0.4987 0.0478
C -0.0162 -0.8353 -0.0780
O -1.0631 -1.4552 -0.1683
C 1.3236 -1.5724 -0.0835
O 2.3821 -1.0030 0.0222
H -1.8683 0.8392 0.5303
H -0.8016 2.2630 0.6772
H -1.3278 1.6931 -0.9286
H 1.0584 0.8629 0.0896
H 1.2284 -2.6691 -0.1874
```

Here are the Mulliken charges for atoms 1 to 8, given in e:
1 C -0.81
2 N -0.17
3 C 0.53
4 O -0.60
5 C 0.05
6 O -0.49
7 H 0.29
8 H 0.32



The following is a DFT calculation (wB97M-V/def2-TZVPD) of 2 unconnected molecules or ions with the total composition C2H10NO2 at a distorted geometry.

Values from the calculation:
Kohn-Sham gap	10.747	eV
LUMO energy	-3.90	eV
E	-287.1323	hartree
charge	+1

XYZ file:
```
15
C2H10NO2 wB97M-V/def2-TZVPD
C 0.6635 -1.2204 -0.1085
O 1.2659 -1.0532 1.1722
C 0.1261 0.1927 -0.3487
N -0.6483 0.2240 -1.6553
H -0.0217 -2.0096 -0.1650
H 1.5143 -1.3624 -0.7059
H 0.8468 -1.7540 1.7123
H -0.7012 0.2394 0.3783
H 0.8967 1.0272 -0.4008
H -1.3990 -0.5380 -1.5774
H -0.1306 0.0105 -2.5206
H -0.9995 1.1839 -1.6775
H -0.5163 1.0546 2.4694
H -0.1354 2.3211 1.6682
O -0.7615 1.6843 1.7591
```

Here are the Mulliken charges for atoms 1 to 8, given in e:
1 C -0.72
2 O -0.49
3 C -0.40
4 N -0.33
5 H 0.51
6 H 0.33
7 H 0.33
8 H 0.34